(1)
45
Properties=species:S:1:pos:R:3:mulliken_charge:R:1 method="wB97M-V/def2-TZVPD" e_homo_ev=-8.19 de_lowest_kcal_mol=14.9 total_energy_ev=-42907.7879 homo_lumo_gap_ev=7.73 total_charge=0
O 1.449 2.476 3.843 -0.541
O -0.564 -1.534 -1.744 -0.663
O -0.784 0.596 -2.908 -0.674
O 2.484 3.795 2.413 -0.602
N 4.597 -1.564 0.134 -0.813
O 0.833 0.091 2.405 -0.624
C 4.125 -0.522 0.841 -0.406
C 3.540 -2.486 0.089 -0.555
C 2.426 -2.056 0.802 -0.791
C 2.119 0.269 2.002 0.750
C 2.775 -0.740 1.326 1.267
C 4.133 1.720 1.771 -0.524
C 2.812 1.567 2.228 -0.161
N 4.770 0.671 1.081 0.027
N -2.104 -1.448 -3.745 -0.338
N 2.178 2.686 2.861 1.083
C -3.006 -0.643 -4.552 -0.853
C -0.333 1.178 0.477 -0.793
C -1.353 -0.638 1.979 -1.342
C -1.847 1.522 0.262 -1.244
C -2.433 -0.935 0.950 -1.069
C -0.084 -0.085 1.318 1.447
C -2.756 0.284 0.050 0.353
C -2.974 -0.179 -1.436 -1.343
S -1.495 -0.599 -2.395 1.060
H 3.606 -3.448 -0.439 0.400
H 1.489 -2.550 0.944 0.561
H 4.624 2.700 1.897 0.396
H 5.608 0.897 0.541 0.299
H -1.300 -1.805 -4.286 0.351
H -4.032 -0.921 -4.277 0.253
H -2.799 0.464 -4.487 0.320
H -2.912 -0.837 -5.634 0.358
H 0.158 2.025 0.939 0.294
H 0.125 0.983 -0.494 0.396
H -1.742 0.054 2.728 0.294
H -1.135 -1.570 2.532 0.437
H -2.207 2.057 1.155 0.379
H -1.877 2.135 -0.650 0.417
H -3.322 -1.138 1.501 0.333
H -2.217 -1.827 0.374 0.521
H 0.272 -0.846 0.629 -0.232
H -3.731 0.606 0.404 0.489
H -3.639 -1.030 -1.427 0.569
H -3.475 0.625 -2.005 0.514

***

(2)
45
Properties=species:S:1:pos:R:3:mulliken_charge:R:1 method="wB97M-V/def2-TZVPD" e_homo_ev=-8.34 de_lowest_kcal_mol=6.6 total_energy_ev=-50585.4919 homo_lumo_gap_ev=8.58 total_charge=0
C -0.401 -1.047 2.912 -1.431
C -0.098 -1.324 1.490 -0.772
C -0.962 -1.217 0.430 1.404
S -0.108 -1.543 -1.062 -0.187
C 1.335 -1.849 -0.099 0.549
N 1.162 -1.716 1.163 -0.430
N 2.495 -2.202 -0.734 -0.021
C 3.802 -2.133 -0.290 0.332
O 4.667 -2.685 -0.925 -0.625
C 4.069 -1.253 0.902 -0.514
H 3.245 -1.199 1.608 0.325
H 5.005 -1.542 1.375 0.437
S 4.331 0.430 0.217 -0.216
C 2.744 1.103 0.485 0.355
N 1.994 0.917 1.535 -0.418
N 0.849 1.582 1.337 -0.290
C 0.907 2.179 0.179 0.273
N 2.108 1.902 -0.424 0.223
C 2.584 2.344 -1.701 -0.947
H 2.935 3.377 -1.644 0.323
H 1.777 2.280 -2.432 0.332
H 3.414 1.707 -2.007 0.365
C -0.128 3.007 -0.441 -0.275
C -1.216 2.339 -1.246 -0.271
C -1.529 2.941 0.084 -0.675
H -1.717 2.265 0.904 0.136
H -2.100 3.856 0.114 0.310
H -1.198 1.262 -1.323 -0.174
H -1.555 2.835 -2.143 0.377
H 0.242 3.957 -0.813 0.515
H 2.393 -2.641 -1.642 0.250
C -2.356 -0.731 0.488 0.430
O -2.664 0.152 1.273 -0.708
N -3.261 -1.284 -0.355 0.146
C -3.047 -2.461 -1.159 -1.115
H -2.730 -2.203 -2.175 0.314
H -3.983 -3.017 -1.220 0.329
H -2.296 -3.107 -0.709 0.438
C -4.585 -0.712 -0.421 -1.157
H -5.330 -1.414 -0.041 0.356
H -4.828 -0.457 -1.455 0.361
H -4.597 0.188 0.191 0.329
H 0.109 -0.121 3.175 0.269
H -1.467 -0.916 3.063 0.346
H -0.013 -1.847 3.538 0.400

***

(3)
38
Properties=species:S:1:pos:R:3:mulliken_charge:R:1 method="wB97M-V/def2-TZVPD" e_homo_ev=-11.85 de_lowest_kcal_mol=0.0 total_energy_ev=-21457.3886 homo_lumo_gap_ev=8.96 total_charge=+1
O -3.090 -0.801 0.469 -0.580
O 0.608 0.756 1.994 -0.487
C -2.334 -0.120 -0.234 -0.275
C 3.047 -2.704 2.366 -0.395
C 1.691 -2.805 2.460 -0.797
C 3.616 -1.433 2.200 -0.561
C 0.901 -1.681 2.315 -0.106
C 2.801 -0.283 2.124 -0.274
C 1.403 -0.387 2.148 0.551
C -2.424 1.944 -1.642 -0.998
C -1.847 -0.235 -2.603 -0.836
C -2.765 0.442 -1.590 0.011
C -0.749 0.628 1.513 -1.302
C 1.219 0.986 -0.824 -1.287
C -0.928 2.121 -1.276 -0.512
C -0.352 0.013 -2.347 -0.509
C -0.835 0.026 0.091 0.562
N -0.209 0.802 -1.050 0.155
H 3.676 -3.580 2.521 0.383
H 1.264 -3.798 2.653 0.368
H 4.693 -1.357 2.127 0.391
H -0.157 -1.877 2.382 0.376
H 3.248 0.699 1.981 0.443
H -3.058 2.473 -0.950 0.366
H -2.603 2.326 -2.620 0.459
H -2.067 0.094 -3.628 0.370
H -2.003 -1.318 -2.552 0.419
H -3.816 0.211 -1.747 0.478
H -1.170 1.616 1.579 0.456
H -1.302 0.021 2.220 0.416
H 1.399 1.527 0.113 0.456
H 1.666 1.623 -1.591 0.450
H 1.747 0.031 -0.735 0.423
H -0.452 2.635 -2.130 0.407
H -0.767 2.767 -0.390 0.485
H 0.173 -0.957 -2.295 0.353
H 0.144 0.556 -3.193 0.420
H -0.367 -0.962 0.138 0.721

***

(4)
51
Properties=species:S:1:pos:R:3:mulliken_charge:R:1 method="wB97M-V/def2-TZVPD" e_homo_ev="-4.27 / -4.27" de_lowest_kcal_mol=17.2 total_energy_ev=-159249.8617 homo_lumo_gap_ev="6.06 / 6.07" total_charge=-1 multiplicity=6
Dy 1.091 2.793 1.399 0.343
S -1.221 7.080 2.121 -0.561
As -0.234 5.260 1.842 0.638
S -1.225 3.477 2.663 -0.462
S 1.792 5.116 2.670 -0.517
S 0.083 4.702 -0.277 -0.528
C 1.559 -0.443 -1.465 -1.416
C 1.931 0.995 -1.245 2.067
C 2.760 1.570 -2.374 -1.926
O 0.704 1.752 -1.072 -0.395
C 2.628 1.201 0.112 0.342
O 2.684 0.286 0.931 -0.671
O 2.935 2.444 0.374 -0.644
H 1.016 -0.533 -2.410 0.158
H 0.930 -0.803 -0.648 0.244
H 2.455 -1.075 -1.499 0.420
H 2.170 1.561 -3.299 0.387
H 3.658 0.963 -2.536 0.421
H 3.066 2.592 -2.145 0.497
H 0.748 2.606 -1.512 0.174
N 2.467 1.978 3.429 -0.537
H 3.050 1.281 2.986 0.266
H 2.128 1.620 4.307 0.188
H 3.012 2.800 3.620 0.279
C -2.000 1.181 -0.008 -1.345
C -1.304 0.326 1.004 0.808
N -0.199 0.614 1.643 0.598
C 0.077 -0.436 2.503 -0.602
C -0.886 -1.378 2.403 -0.667
N -1.758 -0.892 1.429 0.236
C -2.905 -1.588 0.897 -1.334
N -2.572 -2.810 0.193 0.726
N -2.765 -4.009 0.797 -0.675
N -2.273 -4.930 0.048 -0.548
C -1.703 -4.312 -1.068 0.227
C -1.031 -4.865 -2.162 -0.748
C -0.549 -3.994 -3.111 -0.713
C -0.732 -2.592 -2.985 -0.542
C -1.393 -2.043 -1.915 -0.396
C -1.879 -2.955 -0.964 1.181
H -1.618 2.189 0.052 0.091
H -3.072 1.242 0.197 0.628
H -1.845 0.814 -1.028 0.017
H 0.969 -0.449 3.109 0.431
H -1.027 -2.340 2.881 0.451
H -3.387 -0.917 0.204 0.638
H -3.602 -1.858 1.674 0.279
H -0.892 -5.938 -2.244 0.403
H -0.010 -4.378 -3.967 0.373
H -0.327 -1.936 -3.747 0.418
H -1.506 -0.970 -1.808 0.299